No. 1
ORCA calculation (ωB97M-V with the def2-TZVPD basis set) on a structure of composition C41H68BiN4O4S at a distorted geometry.

Each line ends with the Löwdin charge.
CARTESIAN COORDINATES (ANGSTROEM)
1 Bi 1.270 0.049 1.200  1.401
2 C 4.632 -1.547 1.713  -0.086
3 N 4.158 -0.812 0.550  -0.318
4 C 4.787 0.519 0.416  -0.069
5 C 4.109 -1.564 -0.665  -0.196
6 C 2.858 -1.286 -1.530  -0.149
7 N 1.575 -1.517 -0.846  -0.218
8 C 1.456 -2.920 -0.438  -0.163
9 C 0.189 -3.312 0.233  -0.150
10 C -0.755 -4.110 -0.340  -0.007
11 C -1.826 -4.534 0.441  -0.171
12 C -1.920 -4.034 1.738  0.014
13 C -1.022 -3.141 2.358  -0.101
14 C 0.084 -2.848 1.607  -0.322
15 O 1.079 -2.030 1.989  -0.406
16 C -1.421 -2.715 3.776  -0.540
17 C -1.575 -3.946 4.690  -0.052
18 C -2.732 -1.984 3.695  -0.061
19 C -0.373 -1.825 4.443  -0.061
20 C -2.879 -5.466 -0.190  -0.548
21 C -2.270 -6.830 -0.494  -0.062
22 C -4.122 -5.707 0.735  -0.068
23 C -3.414 -4.838 -1.494  -0.057
24 C 0.421 -1.190 -1.727  -0.187
25 C 0.319 0.172 -2.304  -0.160
26 C -0.565 0.233 -3.393  0.021
27 C -0.802 1.461 -4.024  -0.189
28 C -0.083 2.543 -3.557  -0.017
29 C 0.837 2.531 -2.553  -0.094
30 C 0.992 1.325 -1.788  -0.338
31 O 1.760 1.228 -0.732  -0.396
32 C 1.602 3.791 -2.122  -0.531
33 C 1.020 4.196 -0.759  -0.036
34 C 3.070 3.404 -2.026  -0.051
35 C 1.499 4.982 -3.081  -0.067
36 C -1.772 1.608 -5.171  -0.554
37 C -1.036 2.323 -6.334  -0.061
38 C -2.323 0.290 -5.712  -0.078
39 C -2.980 2.502 -4.772  -0.045
40 H 5.749 -1.650 1.628  0.099
41 H 4.368 -0.966 2.583  0.042
42 H 4.168 -2.485 1.851  0.067
43 H 5.891 0.404 0.298  0.087
44 H 4.382 0.968 -0.520  0.082
45 H 4.566 1.066 1.315  0.057
46 H 4.950 -1.346 -1.259  0.096
47 H 4.176 -2.648 -0.428  0.121
48 H 2.812 -0.278 -1.850  0.090
49 H 2.926 -1.915 -2.408  0.121
50 H 1.627 -3.529 -1.352  0.135
51 H 2.234 -3.194 0.247  0.105
52 H -0.657 -4.447 -1.359  0.112
53 H -2.776 -4.416 2.309  0.085
54 H -2.359 -4.575 4.294  0.059
55 H -0.673 -4.528 4.822  0.084
56 H -1.923 -3.616 5.691  0.087
57 H -3.517 -2.679 3.286  0.089
58 H -3.134 -1.732 4.668  0.077
59 H -2.682 -1.116 3.038  0.059
60 H 0.604 -2.208 4.267  0.061
61 H -0.408 -0.800 4.027  0.076
62 H -0.552 -1.749 5.497  0.071
63 H -1.763 -7.217 0.410  0.096
64 H -3.032 -7.531 -0.845  0.075
65 H -1.576 -6.663 -1.339  0.080
66 H -3.803 -6.127 1.699  0.078
67 H -4.680 -4.789 0.942  0.082
68 H -4.822 -6.368 0.205  0.075
69 H -2.665 -4.802 -2.283  0.073
70 H -4.280 -5.408 -1.823  0.073
71 H -3.806 -3.847 -1.317  0.086
72 H 0.451 -1.905 -2.584  0.134
73 H -0.480 -1.410 -1.110  0.082
74 H -0.999 -0.685 -3.747  0.102
75 H -0.175 3.502 -4.049  0.091
76 H 1.044 3.345 -0.080  0.067
77 H 1.548 5.022 -0.299  0.081
78 H -0.026 4.474 -0.901  0.072
79 H 3.169 2.659 -1.269  0.042
80 H 3.408 3.010 -2.991  0.095
81 H 3.717 4.250 -1.815  0.078
82 H 0.520 5.367 -3.041  0.054
83 H 2.189 5.753 -2.678  0.086
84 H 1.843 4.710 -4.112  0.101
85 H -0.196 1.716 -6.699  0.090
86 H -1.660 2.562 -7.190  0.070
87 H -0.653 3.291 -5.973  0.070
88 H -1.577 -0.346 -6.245  0.094
89 H -2.807 -0.287 -4.937  0.074
90 H -2.994 0.537 -6.541  0.076
91 H -2.613 3.482 -4.480  0.074
92 H -3.616 2.622 -5.637  0.064
93 H -3.575 1.998 -3.972  0.100
94 S -1.026 0.356 0.861  -0.015
95 N 0.796 2.868 3.391  0.182
96 C -0.114 3.337 2.845  -0.265
97 N -1.049 4.068 2.222  -0.084
98 C -1.172 5.483 2.573  -0.130
99 C -1.937 6.169 1.504  -0.196
100 O -3.201 5.547 1.264  -0.136
101 C -3.014 4.168 0.862  -0.158
102 C -2.310 3.427 1.941  -0.171
103 H -0.184 5.909 2.645  0.130
104 H -1.695 5.556 3.534  0.133
105 H -1.373 6.052 0.598  0.110
106 H -2.146 7.211 1.705  0.127
107 H -2.467 4.143 -0.051  0.113
108 H -4.004 3.760 0.696  0.130
109 H -2.108 2.435 1.596  -0.008
110 H -2.900 3.469 2.846  0.132
111 C 2.812 0.167 4.609  -0.104
112 C 4.030 1.104 4.417  -0.341
113 O 3.780 2.063 3.448  -0.105
114 H 2.863 -0.294 5.615  0.077
115 H 2.778 -0.657 3.883  0.029
116 H 1.861 0.736 4.509  0.053
117 H 4.885 0.534 4.116  0.081
118 H 4.329 1.623 5.396  0.120
119 H 2.859 2.290 3.493  -0.006

Energy ... -74447.9743 eV
Charge ... -1
Orbital gap ... 6.949 eV

No. 2
ORCA calculation (ωB97M-V with the def2-TZVPD basis set) on a cluster of 7 separate species, C41H68N2O21S in total at a distorted geometry.

Each line ends with the Löwdin charge.
CARTESIAN COORDINATES (ANGSTROEM)
1 N 6.720 -2.950 0.824  -0.038
2 C 5.337 -3.178 0.247  -0.203
3 C 5.034 -2.223 -1.094  -0.009
4 C 3.960 -2.612 -2.093  -0.042
5 C 3.082 -3.961 -1.787  -0.154
6 C 1.755 -4.160 -2.729  -0.183
7 C 0.371 -3.518 -2.124  -0.234
8 N -0.182 -4.221 -0.904  -0.120
9 C -1.710 -4.114 -0.830  -0.208
10 C -2.279 -2.598 -1.126  -0.081
11 C -3.574 -2.434 -2.170  -0.023
12 C -4.152 -0.927 -2.508  -0.076
13 C -3.468 0.432 -1.824  -0.061
14 C -2.191 0.303 -0.793  -0.002
15 C -1.619 -1.224 -0.473  -0.150
16 O -0.458 -1.332 0.437  -0.097
17 C 3.794 -1.617 -3.398  -0.184
18 O 3.630 -2.004 -4.665  -0.031
19 C 3.897 0.019 -3.063  0.014
20 C 4.960 0.411 -2.052  -0.465
21 S 5.112 2.222 -1.598  0.660
22 C 5.887 -0.816 -1.394  -0.174
23 O 7.198 -0.672 -1.179  -0.038
24 H 6.792 -2.045 1.342  0.085
25 H 7.068 -3.763 1.377  0.054
26 H 4.481 -3.112 1.047  0.124
27 H 5.334 -4.299 -0.162  0.120
28 H 3.744 -4.936 -1.809  0.121
29 H 2.685 -3.870 -0.665  0.129
30 H 1.617 -5.338 -2.860  0.120
31 H 1.870 -3.744 -3.832  0.115
32 H -0.456 -3.631 -2.978  0.130
33 H 0.508 -2.376 -1.892  0.122
34 H 0.089 -5.230 -0.866  0.088
35 H -2.137 -4.437 0.235  0.126
36 H -2.182 -4.894 -1.593  0.124
37 H -4.077 -3.359 -2.681  0.084
38 H -5.080 -0.845 -3.239  0.080
39 H -3.862 1.528 -2.061  0.082
40 H -1.647 1.225 -0.297  0.096
41 H -0.744 -1.939 1.188  0.119
42 H 3.171 0.790 -3.562  0.126
43 H 3.893 2.544 -0.918  -0.101
44 C -6.964 6.438 -1.612  -0.063
45 C -6.123 6.042 -0.411  -0.210
46 O -5.107 5.106 -0.792  0.025
47 C -4.007 5.641 -1.378  -0.553
48 O -3.811 6.827 -1.592  0.101
49 O -3.168 4.626 -1.704  -0.018
50 C -1.997 5.046 -2.400  -0.048
51 H -7.357 5.551 -2.118  0.083
52 H -7.799 7.074 -1.308  0.078
53 H -6.366 6.984 -2.349  0.076
54 H -6.758 5.539 0.326  0.126
55 H -5.686 6.917 0.083  0.111
56 H -1.474 5.840 -1.858  0.097
57 H -2.263 5.377 -3.409  0.101
58 H -1.325 4.188 -2.484  0.093
59 C 8.925 0.568 -3.733  -0.065
60 C 9.930 1.701 -3.847  -0.215
61 O 10.174 2.024 -5.222  0.022
62 C 9.237 2.803 -5.816  -0.549
63 O 8.232 3.251 -5.286  0.104
64 O 9.599 2.983 -7.112  -0.009
65 C 8.655 3.728 -7.877  -0.055
66 H 9.244 -0.292 -4.332  0.085
67 H 8.812 0.254 -2.692  0.059
68 H 7.944 0.871 -4.110  0.075
69 H 10.887 1.382 -3.421  0.123
70 H 9.607 2.586 -3.288  0.125
71 H 8.410 4.679 -7.393  0.096
72 H 7.751 3.131 -8.035  0.099
73 H 9.102 3.944 -8.851  0.093
74 C -5.267 -8.926 3.475  -0.069
75 C -5.332 -8.053 2.235  -0.220
76 O -4.139 -7.270 2.104  0.021
77 C -3.066 -7.917 1.585  -0.548
78 O -3.037 -9.081 1.217  0.110
79 O -2.022 -7.051 1.562  -0.021
80 C -0.801 -7.630 1.106  -0.053
81 H -5.044 -8.322 4.360  0.082
82 H -6.214 -9.450 3.630  0.080
83 H -4.470 -9.672 3.391  0.076
84 H -6.165 -7.349 2.329  0.124
85 H -5.512 -8.646 1.331  0.125
86 H -0.933 -8.126 0.138  0.099
87 H -0.422 -8.335 1.852  0.101
88 H -0.069 -6.828 0.984  0.083
89 C -10.897 4.897 5.357  -0.070
90 C -10.080 6.056 4.812  -0.220
91 O -9.653 5.787 3.471  0.021
92 C -10.583 5.998 2.507  -0.549
93 O -11.723 6.398 2.682  0.109
94 O -10.032 5.666 1.312  -0.016
95 C -10.934 5.769 0.212  -0.052
96 H -10.347 3.956 5.256  0.082
97 H -11.140 5.056 6.411  0.080
98 H -11.833 4.779 4.801  0.076
99 H -9.175 6.177 5.416  0.124
100 H -10.632 7.001 4.867  0.125
101 H -11.407 6.756 0.176  0.099
102 H -11.690 4.980 0.276  0.101
103 H -10.363 5.629 -0.710  0.088
104 C -3.017 9.151 0.924  -0.061
105 C -3.359 7.923 1.750  -0.221
106 O -2.459 7.790 2.857  0.027
107 C -2.727 8.578 3.928  -0.549
108 O -3.656 9.363 4.029  0.107
109 O -1.769 8.356 4.863  -0.009
110 C -1.889 9.182 6.019  -0.054
111 H -1.963 9.134 0.628  0.085
112 H -3.638 9.200 0.026  0.075
113 H -3.170 10.069 1.500  0.076
114 H -3.240 7.026 1.133  0.112
115 H -4.401 7.943 2.091  0.122
116 H -2.894 9.120 6.451  0.096
117 H -1.641 10.217 5.764  0.099
118 H -1.173 8.827 6.766  0.094
119 C 9.318 -9.748 3.962  -0.069
120 C 7.923 -9.148 3.985  -0.221
121 O 7.941 -7.806 3.482  0.022
122 C 7.965 -7.686 2.132  -0.548
123 O 7.961 -8.605 1.328  0.109
124 O 8.015 -6.365 1.827  -0.013
125 C 8.121 -6.098 0.431  -0.051
126 H 10.026 -9.097 4.486  0.082
127 H 9.324 -10.734 4.436  0.080
128 H 9.685 -9.856 2.937  0.076
129 H 7.567 -9.096 5.019  0.123
130 H 7.208 -9.765 3.429  0.124
131 H 7.335 -6.610 -0.134  0.099
132 H 9.111 -6.393 0.070  0.105
133 H 8.004 -5.021 0.281  0.066

Energy ... -100416.3325 eV
SMILES ... NCC1=C(CCCNCc2ccccc2O)C(=O)C=C(S)C1=O.CCOC(=O)OC.CCOC(=O)OC.CCOC(=O)OC.CCOC(=O)OC.CCOC(=O)OC.CCOC(=O)OC
Orbital gap ... 6.861 eV